1.
A cluster of 2 separate species, C20H13ClN2O7 in total. Source: the OMol25 dataset; level of theory: ωB97M-V/def2-TZVPD.

structure (SMILES): O=C=N[C@]1(CON=O)C(=O)OC[C@@H]1Cl.O=C1c2ccccc2C(=O)c2ccccc21
E_tot: -50783.2741 eV
lowest unoccupied orbital energy: -1.085 eV
highest occupied orbital energy: -0.365 hartree

Geometry as ORCA input:
```
! RIJCOSX wB97M-V def2-TZVPD def2/J DEFGRID3
* xyz 0 1
O -1.26 -3.81 5.43
C -0.94 -3.54 4.35
N -0.61 -3.24 3.21
C 0.75 -3.60 2.74
C 0.66 -5.04 2.31
O 1.93 -5.43 1.78
N 2.01 -6.88 1.78
O 2.94 -7.24 2.36
C 1.78 -3.21 3.80
O 2.48 -3.90 4.47
O 1.77 -1.85 3.81
C 1.25 -1.35 2.56
C 1.24 -2.61 1.69
Cl 0.36 -2.55 0.19
H -0.10 -5.13 1.53
H 0.39 -5.69 3.14
H 1.97 -0.63 2.19
H 0.26 -0.92 2.69
H 2.29 -2.84 1.57
O 0.63 1.92 -0.07
C -0.02 2.36 -1.00
C 0.20 3.74 -1.50
C 1.18 4.53 -0.91
C 1.43 5.80 -1.40
C 0.69 6.30 -2.47
C -0.29 5.52 -3.05
C -0.55 4.24 -2.57
C -1.63 3.43 -3.20
O -2.31 3.89 -4.09
C -1.83 2.04 -2.71
C -2.81 1.25 -3.30
C -2.99 -0.06 -2.87
C -2.21 -0.57 -1.85
C -1.24 0.22 -1.25
C -1.05 1.53 -1.67
H 1.75 4.14 -0.08
H 2.19 6.42 -0.94
H 0.89 7.29 -2.85
H -0.87 5.90 -3.88
H -3.41 1.66 -4.10
H -3.75 -0.67 -3.33
H -2.35 -1.59 -1.52
H -0.63 -0.18 -0.45
*
```

These are the natural (NBO) partial charges, in e, on atoms 1 to 5: -0.46 0.89 -0.59 -0.01 -0.09

---

2.
A structure of composition C20H14AuI2N3O9. Source: the OMol25 dataset; level of theory: ωB97M-V/def2-TZVPD.

E_tot: -63751.8950 eV
energy relative to the best compared isomer or geometry (same formula, charge and spin): 5.6 kcal/mol
lowest unoccupied orbital energy: -1.522 eV
highest occupied orbital energy: -0.328 hartree

Geometry as ORCA input:
```
! RIJCOSX wB97M-V def2-TZVPD def2/J DEFGRID3
* xyz 0 1
Au 0.43 0.24 0.47
O -2.26 -2.59 -0.54
C -1.19 -2.06 -0.33
O -1.16 -0.82 0.14
C 0.09 -2.81 -0.61
C -0.06 -4.17 -0.84
C 1.04 -4.94 -1.15
C 2.30 -4.40 -1.26
C 2.45 -3.06 -1.01
C 1.36 -2.22 -0.69
O 1.60 -0.92 -0.57
N 3.81 -2.51 -1.09
O 4.15 -1.69 -0.26
O 4.52 -2.95 -1.97
N 0.86 -6.38 -1.39
O 1.85 -7.03 -1.67
O -0.26 -6.84 -1.29
H -1.04 -4.60 -0.78
H 3.15 -5.01 -1.53
I -2.34 3.67 3.24
C -0.34 3.58 2.73
C 0.53 4.61 3.16
C 1.87 4.60 2.86
I 3.08 6.15 3.55
C 2.41 3.54 2.09
C 3.76 3.37 1.71
C 4.16 2.29 0.97
C 3.21 1.33 0.58
N 1.95 1.48 0.92
C 1.52 2.54 1.67
C 0.13 2.54 1.97
O -0.63 1.54 1.53
H 0.12 5.41 3.75
H 4.49 4.12 2.02
H 5.19 2.15 0.69
H 3.46 0.45 0.01
C -4.98 1.23 -0.64
C -4.94 0.70 -2.10
C -3.46 0.38 -2.32
O -2.76 1.28 -1.46
C -3.49 1.28 -0.24
H -5.53 0.56 0.01
H -5.44 2.21 -0.59
H -5.26 1.48 -2.79
H -5.57 -0.17 -2.25
H -3.12 0.55 -3.34
H -3.23 -0.65 -2.03
H -3.22 2.17 0.32
H -3.22 0.40 0.34
*
```

These are the natural (NBO) partial charges, in e, on atoms 1 to 5: 1.52 -0.59 0.78 -0.71 -0.27

---

3.
A structure of composition C20H14AuN4O4SeTe. Source: the OMol25 dataset; level of theory: ωB97M-V/def2-TZVPD.

E_tot: -111449.8759 eV
energy relative to the best compared isomer or geometry (same formula, charge and spin): 16.4 kcal/mol
lowest unoccupied orbital energy: -0.450 eV
highest occupied orbital energy: -0.173 hartree

Geometry as ORCA input:
```
! RIJCOSX wB97M-V def2-TZVPD def2/J DEFGRID3
* xyz -1 1
Au 0.30 -1.74 -0.96
O -2.02 3.74 -4.89
C -2.41 3.68 -3.73
O -3.23 4.32 -3.08
C -1.74 2.51 -2.91
C -2.48 1.87 -1.93
C -1.92 0.79 -1.28
N -0.70 0.37 -1.55
C 0.05 1.01 -2.43
C -0.44 2.10 -3.15
C 1.50 0.53 -2.60
O 2.28 1.30 -3.13
O 1.78 -0.62 -2.14
H -3.48 2.22 -1.69
H -2.46 0.24 -0.52
H 0.19 2.59 -3.88
Se -2.00 -3.77 3.02
N -2.95 -4.84 1.98
C -2.53 -4.69 0.73
C -3.02 -5.35 -0.40
C -2.46 -5.03 -1.62
C -1.43 -4.10 -1.70
N -0.92 -3.46 -0.65
C -1.45 -3.73 0.55
N -1.04 -3.13 1.67
H -3.82 -6.07 -0.31
H -2.81 -5.50 -2.53
H -0.98 -3.86 -2.65
C 1.92 -0.39 2.73
Te 0.09 -0.26 1.57
C 1.24 1.34 0.69
C 2.08 1.89 1.80
C 2.50 3.20 1.82
C 3.22 3.68 2.91
C 3.52 2.83 3.96
C 3.13 1.50 3.92
C 2.40 1.02 2.84
H 2.62 -0.99 2.15
H 1.77 -0.87 3.70
H 0.62 2.11 0.25
H 1.87 0.91 -0.09
H 2.25 3.86 1.01
H 3.51 4.72 2.95
H 4.06 3.21 4.82
H 3.37 0.85 4.75
*
```

These are the natural (NBO) partial charges, in e, on atoms 1 to 5: 0.75 -0.74 0.75 -0.76 -0.06

---

> Which of these has the lowest E_tot?

C20H14AuN4O4SeTe

---

> What is the lowest unoccupied orbital energy in the second record?

-1.522 eV

---

> The lowest lowest unoccupied orbital energy belongs to which entry?

C20H14AuI2N3O9

---

> The highest E_tot belongs to which entry?

C20H13ClN2O7